DFT (ωB97M-V/def2-TZVPD) results for a structure of composition C34H32BGaN5O2S3.

The geometry in XYZ format:
```
78
C34H32BGaN5O2S3 ωB97M-V/def2-TZVPD
Ga 0.39 0.01 0.06
S -0.02 2.40 0.39
C -0.49 3.26 -1.10
N 0.15 3.81 -2.15
C -0.61 3.73 -3.39
C -2.07 4.14 -3.15
N -2.67 3.34 -2.08
C -4.07 2.93 -2.18
C -4.33 2.19 -3.47
C -5.24 2.69 -4.39
C -5.44 2.04 -5.60
C -4.73 0.88 -5.89
C -3.83 0.37 -4.97
C -3.63 1.02 -3.76
C -1.83 2.95 -1.12
S -2.12 2.08 0.37
C 1.36 4.63 -2.10
C 1.02 6.10 -1.95
C 0.44 6.56 -0.77
C 0.15 7.91 -0.61
C 0.44 8.81 -1.63
C 1.02 8.36 -2.80
C 1.30 7.00 -2.96
H -0.56 2.72 -3.80
H -0.17 4.42 -4.11
H -2.66 4.00 -4.06
H -2.11 5.20 -2.87
H -4.71 3.81 -2.13
H -4.28 2.30 -1.31
H -5.79 3.59 -4.16
H -6.15 2.43 -6.31
H -4.87 0.38 -6.84
H -3.29 -0.54 -5.18
H -2.94 0.61 -3.03
H 1.90 4.47 -3.03
H 1.98 4.28 -1.29
H 0.22 5.87 0.03
H -0.30 8.26 0.31
H 0.23 9.86 -1.50
H 1.25 9.05 -3.60
H 1.76 6.66 -3.88
O 4.23 1.01 -1.31
S 3.35 1.21 -0.20
O 2.49 2.37 -0.25
N 2.36 -0.04 0.05
C 2.89 -1.34 0.12
C 4.21 -1.71 0.08
C 4.58 -3.07 0.17
C 3.66 -4.06 0.29
C 2.29 -3.72 0.35
C 1.24 -4.66 0.46
C -0.06 -4.24 0.51
C -0.34 -2.87 0.45
N 0.63 -1.97 0.34
C 1.93 -2.36 0.28
C 4.32 1.35 1.27
C 3.70 1.25 2.51
C 4.46 1.42 3.66
C 5.83 1.67 3.55
C 6.43 1.76 2.31
C 5.68 1.60 1.15
H 5.00 -0.97 -0.04
H 5.64 -3.32 0.13
H 3.94 -5.11 0.34
H 1.48 -5.71 0.49
H -0.89 -4.93 0.59
H -1.36 -2.51 0.50
H 2.64 1.06 2.58
H 4.00 1.35 4.63
H 6.42 1.80 4.45
H 7.49 1.96 2.23
H 6.13 1.66 0.17
B -3.40 -1.57 -1.25
C -2.00 -0.92 -1.30
N -0.95 -0.41 -1.26
H -3.88 -1.11 -0.23
H -3.21 -2.76 -1.17
H -4.02 -1.25 -2.22
```

Values from the calculation:
HOMO in eV: -9.81
Multiplicity: 1
Total charge: +1